Here is a molecular structure, C55H72Ge2MnN5O2S4 from the Open Molecules 2025 dataset. Energies are from ωB97M-V/def2-TZVPD.

XYZ file:
```
141
Properties=species:S:1:pos:R:3:forces:R:3
H -0.819 4.731 -4.310 -0.008 0.002 0.005
H 4.294 -2.074 6.676 -0.006 0.009 -0.003
C 2.662 -3.982 0.992 -0.092 -0.048 0.016
C 2.492 4.636 -1.703 0.019 0.006 -0.030
C 3.113 -5.302 1.024 -0.042 0.021 -0.022
S -0.889 -2.381 0.215 -0.051 -0.219 -0.259
C -2.914 -0.033 -3.090 -0.069 0.021 -0.052
C -3.109 -2.400 -3.441 -0.016 0.041 -0.006
C -1.303 -1.172 -4.667 -0.051 0.012 -0.070
H -0.554 -0.713 4.637 0.105 0.179 0.252
H -5.014 0.011 3.570 -0.064 -0.035 -0.021
H -2.544 3.688 -5.759 0.004 -0.003 0.003
H 5.762 -1.684 1.766 -0.011 0.017 0.000
C 2.908 -3.005 -3.416 0.028 -0.074 -0.005
S 0.268 1.970 0.643 -0.002 0.215 -0.033
C 0.680 5.576 -0.474 0.034 0.020 -0.003
C 0.250 3.898 -2.138 -0.018 -0.076 0.003
C -0.747 3.108 -2.927 -0.050 -0.018 -0.058
H -1.368 -0.333 -5.361 -0.024 0.008 -0.009
H 2.512 7.065 0.693 0.005 -0.002 -0.008
N -3.033 0.198 3.238 -0.139 0.045 -0.091
H -3.129 -0.351 2.385 -0.019 -0.063 -0.023
N -3.300 2.490 1.464 -0.169 0.101 -0.051
H -1.264 -2.097 -5.240 -0.005 0.077 -0.011
H -5.562 1.080 -1.267 -0.005 -0.021 0.007
C 4.051 -1.813 3.763 0.031 -0.026 0.030
H 3.554 4.582 -1.924 -0.005 -0.002 0.006
C 2.116 -2.931 4.587 -0.045 0.027 0.012
H -0.914 -1.207 2.008 0.144 -0.086 0.171
C 0.695 -4.394 3.127 0.029 -0.016 0.008
C 2.045 5.496 -0.709 -0.004 0.010 0.014
C 3.024 6.307 0.099 -0.003 -0.019 -0.006
H 3.183 3.216 -3.759 -0.017 -0.005 0.000
H 1.560 3.118 -4.466 0.017 -0.007 0.016
C 2.192 -4.196 -1.349 0.049 0.061 -0.084
C -4.143 3.242 1.092 -0.062 0.036 0.091
H -1.911 5.677 -0.180 -0.010 0.003 -0.025
H -5.498 -1.315 -1.326 -0.004 -0.004 -0.007
H -2.944 3.069 4.895 -0.047 0.049 -0.043
H 4.618 -3.397 -2.160 0.005 0.009 0.001
C 1.900 -3.697 -2.730 0.022 -0.056 -0.015
H -3.466 1.471 -5.124 0.003 0.004 0.000
H 3.581 5.664 0.785 -0.004 0.014 0.001
H 1.217 0.212 3.524 0.217 0.309 0.327
C 3.078 -6.085 -0.117 -0.001 0.049 0.002
C 1.519 -2.945 -6.955 -0.008 0.014 0.020
O -0.513 -0.555 2.620 -0.105 -0.132 -0.397
H -1.992 3.913 -0.342 0.026 0.044 -0.012
H 2.597 -1.628 6.839 -0.034 0.009 0.013
C 0.624 -3.812 -4.763 0.054 -0.076 0.029
N -0.249 1.349 4.500 -0.001 0.120 0.161
H 2.628 -6.103 -2.214 -0.005 0.003 0.002
H -1.349 -4.328 -2.982 0.145 -0.096 0.083
H 2.003 -2.013 -7.248 -0.008 -0.002 -0.002
H 1.305 1.937 3.186 0.038 -0.030 0.070
Ge 1.393 -1.536 0.166 0.071 0.038 -0.026
H -4.144 -4.564 -2.106 0.007 0.005 0.010
H 0.016 -4.331 3.978 0.005 -0.009 0.002
S -2.000 -0.635 -0.049 0.003 0.007 -0.159
H -5.478 -4.096 -3.158 -0.002 -0.008 0.003
H -2.620 -0.386 3.951 -0.013 0.023 -0.017
C -4.877 -3.779 -2.303 0.020 0.011 -0.007
H 3.751 6.809 -0.542 -0.002 -0.001 0.003
H 1.424 -3.148 5.396 0.005 0.018 -0.015
C 1.105 1.203 3.967 0.475 -0.002 0.121
C 0.737 -4.075 -3.400 -0.027 -0.013 -0.014
Mn -1.531 1.684 2.297 0.062 -0.252 0.156
C 3.866 -2.378 2.507 -0.021 0.042 -0.050
C -0.357 2.536 5.345 0.274 -0.143 0.163
H 2.078 1.923 -3.285 -0.035 -0.080 0.021
C 1.614 3.848 -2.439 -0.034 0.060 0.024
C 4.166 -2.570 -2.710 -0.037 0.030 0.016
C 1.628 -3.169 -5.469 -0.043 0.032 -0.017
H -0.418 4.671 5.176 -0.010 0.044 -0.016
C -2.695 1.940 -4.523 -0.028 0.016 -0.016
C -1.252 1.839 -2.572 0.041 0.089 0.094
C -1.690 4.839 -0.841 0.015 0.000 -0.059
H -5.536 -3.706 -1.438 0.003 0.000 0.000
H 3.492 -5.706 1.957 0.000 0.000 -0.005
C -0.341 3.793 4.516 0.019 -0.075 0.090
H 0.455 2.582 6.093 -0.033 -0.115 -0.077
C 3.198 -2.095 4.822 0.009 0.010 0.008
H -2.306 4.935 -1.737 -0.004 0.019 -0.005
H 0.595 3.891 3.962 -0.020 -0.075 -0.025
H -0.281 -4.120 -5.282 0.041 -0.017 0.010
C -4.510 1.169 -1.539 0.088 -0.070 0.005
C 3.471 -1.537 6.195 -0.004 0.053 -0.045
H 4.949 -2.843 0.696 0.021 0.003 0.012
H 0.988 -5.438 2.995 0.000 0.011 0.004
H -3.522 4.032 3.547 -0.029 0.000 -0.082
C 4.795 -2.011 1.383 -0.003 0.001 0.003
C -0.396 -4.773 -2.692 0.043 -0.021 -0.009
H -0.425 -5.836 -2.950 0.008 -0.011 -0.001
C 2.784 -3.241 2.295 -0.016 -0.032 -0.034
H 0.477 -2.903 -7.275 -0.014 0.007 0.014
C -4.025 -0.068 -2.245 -0.170 0.034 -0.207
H 4.892 -1.143 3.919 -0.010 -0.014 -0.002
C -1.273 4.829 2.588 0.009 0.031 0.054
H -4.383 2.067 -2.144 -0.013 0.009 -0.008
H 0.080 0.034 6.131 -0.006 0.015 0.012
Ge -0.493 0.801 -1.043 0.219 -0.010 0.045
N -1.444 3.757 3.572 -0.268 0.360 -0.412
H -1.295 2.477 5.902 0.086 -0.036 -0.013
C -2.185 3.175 -4.874 -0.015 -0.016 0.011
H 1.859 1.312 4.766 -0.064 -0.021 -0.014
H 3.752 -0.483 6.147 -0.014 -0.029 -0.003
H -1.615 0.279 5.662 -0.021 0.053 0.103
H 3.540 -2.218 -5.299 -0.008 -0.002 0.005
H 0.309 6.265 0.280 0.000 -0.010 -0.004
H -0.368 4.650 2.007 0.012 -0.005 -0.018
H -2.118 4.833 1.909 -0.053 -0.009 -0.030
H 4.893 -2.186 -3.427 0.000 0.003 0.009
C -4.651 -1.287 -2.004 -0.017 0.030 -0.087
H -2.744 -3.309 -3.912 -0.115 0.098 -0.037
C 1.892 -3.506 3.340 0.020 0.003 -0.023
H 3.422 -7.112 -0.092 -0.011 0.007 -0.002
H -2.695 4.837 4.900 -0.010 0.004 0.009
C -2.246 1.273 -3.385 -0.094 -0.044 -0.029
H 0.145 -4.099 2.232 -0.011 0.012 -0.002
C -1.223 3.754 -4.068 0.051 -0.062 0.006
C 2.626 -5.521 -1.298 0.013 0.001 0.000
C 2.139 2.980 -3.550 -0.016 -0.073 0.027
H -0.364 -1.074 -4.118 -0.022 -0.029 -0.039
C -4.196 -2.464 -2.578 -0.046 0.002 0.007
H -1.205 5.810 3.083 0.000 0.022 0.004
C -0.224 4.786 -1.171 -0.054 -0.047 0.097
H 4.363 -1.188 0.802 0.003 -0.022 -0.003
O -5.001 3.999 0.743 0.142 -0.099 -0.018
N -4.288 0.706 3.703 0.045 -0.026 0.087
H -0.310 -4.687 -1.611 -0.010 0.014 -0.008
H -4.499 1.483 3.084 -0.001 0.061 -0.010
C -2.721 3.934 4.272 0.059 -0.053 0.034
C -2.468 -1.200 -3.719 0.024 0.033 0.016
H 0.281 -0.305 2.108 -0.099 -0.117 -0.126
H 2.001 -3.756 -7.508 -0.003 0.009 0.000
S 1.003 -0.570 -1.931 0.025 0.154 0.015
C 2.165 -3.403 -0.194 -0.074 -0.015 0.234
C 2.753 -2.747 -4.770 -0.012 0.006 -0.001
H -3.943 1.321 -0.614 -0.047 0.019 -0.071
C -0.600 0.170 5.275 -0.024 -0.242 0.310
H 3.952 -1.778 -1.988 -0.008 -0.009 0.002
```
Forces are in eV/Å.

Charge: -1
Expectation value of S²: 8.7544
Energy above the lowest of the compared OMol25 structures with the same formula, charge and spin (kJ/mol): 27.15
Largest force on an atom (eV/A): 0.609
Spin multiplicity: 6
Kohn-Sham gap (alpha / beta) (eV): 6.32 / 6.35
Electronic energy (eV): -257452.4603